Here is a molecular structure, C60H130F6N8O18PV2 from the OMol25 dataset. Energies are from the ωB97M-V functional and the def2-TZVPD basis.

Net charge ... +2
E_tot ... -190052.4117 eV
Multiplicity ... 8
Molar mass ... 1498.59 g/mol
Orbital gap (alpha / beta) ... 5.2709 / 3.8499 eV
E_LUMO (alpha / beta) ... -5.559 / -7.861 eV
HOMO energy (alpha / beta) ... -10.8 / -11.7 eV
Maximum force ... 6.635 eV/Å

Geometry (Å):
V (9.59, 11.34, -21.27)
V (14.75, 14.29, -27.11)
P (14.20, 13.11, -29.94)
F (14.12, 13.94, -31.29)
F (13.06, 14.05, -29.25)
F (13.06, 12.03, -30.27)
F (14.43, 12.46, -28.48)
F (15.39, 12.26, -30.62)
F (15.34, 14.08, -29.44)
C (11.17, 13.85, -24.48)
C (10.75, 12.86, -23.46)
C (11.86, 11.84, -23.08)
O (11.64, 11.19, -22.05)
C (13.15, 11.77, -23.80)
C (13.37, 12.65, -24.82)
C (12.39, 13.81, -25.14)
O (12.66, 14.79, -25.98)
O (14.48, 12.45, -25.50)
O (9.61, 12.73, -22.95)
H (10.48, 14.60, -24.82)
H (13.84, 11.01, -23.46)
C (14.09, 8.62, -22.01)
C (14.50, 7.30, -21.28)
C (15.00, 7.80, -19.85)
C (15.07, 6.63, -18.84)
C (13.65, 6.08, -18.74)
C (13.16, 5.49, -20.07)
N (13.26, 6.51, -21.19)
O (12.76, 6.02, -22.41)
C (13.90, 4.12, -20.36)
C (11.66, 5.17, -19.96)
C (15.71, 6.66, -22.02)
H (13.71, 8.44, -23.01)
H (14.95, 9.29, -22.05)
H (13.42, 9.19, -21.36)
H (16.03, 8.15, -19.87)
H (14.31, 8.53, -19.42)
H (15.38, 6.88, -17.83)
H (15.81, 5.96, -19.27)
H (12.89, 6.79, -18.43)
H (13.49, 5.44, -17.87)
H (13.62, 3.66, -21.31)
H (14.98, 4.20, -20.48)
H (13.61, 3.36, -19.64)
H (10.96, 5.99, -19.78)
H (11.32, 4.66, -20.86)
H (11.64, 4.40, -19.19)
H (15.93, 5.67, -21.61)
H (16.59, 7.29, -21.88)
H (15.57, 6.37, -23.06)
H (13.10, 5.12, -22.47)
C (5.91, 17.12, -21.57)
C (7.20, 17.11, -22.39)
C (7.09, 18.31, -23.40)
C (8.45, 18.74, -23.99)
C (9.40, 19.15, -22.85)
C (9.65, 17.92, -21.90)
N (8.37, 17.29, -21.43)
O (8.49, 16.28, -20.51)
C (10.55, 16.89, -22.63)
C (10.49, 18.55, -20.73)
C (7.38, 15.80, -23.21)
H (4.97, 17.07, -22.11)
H (5.92, 18.07, -21.03)
H (5.94, 16.40, -20.75)
H (6.64, 17.90, -24.31)
H (6.51, 19.16, -23.05)
H (8.44, 19.62, -24.63)
H (8.94, 17.92, -24.51)
H (9.04, 20.04, -22.34)
H (10.36, 19.40, -23.32)
H (10.04, 16.46, -23.49)
H (11.53, 17.19, -22.99)
H (10.63, 16.01, -21.99)
H (11.03, 17.82, -20.13)
H (11.28, 19.23, -21.05)
H (9.78, 19.06, -20.09)
H (8.13, 15.75, -23.99)
H (6.43, 15.50, -23.66)
H (7.59, 14.92, -22.60)
H (8.31, 16.73, -19.68)
C (10.65, 7.67, -28.57)
O (10.25, 8.99, -29.16)
C (11.10, 10.17, -29.04)
C (11.34, 10.71, -27.58)
N (10.17, 11.25, -26.85)
C (9.74, 12.53, -27.45)
C (8.63, 13.09, -26.56)
O (7.28, 12.92, -27.08)
C (6.15, 13.00, -26.24)
H (9.99, 6.85, -28.82)
H (10.68, 7.74, -27.48)
H (11.60, 7.42, -29.04)
H (10.63, 10.91, -29.69)
H (12.03, 9.92, -29.56)
H (12.14, 11.46, -27.61)
H (11.62, 9.89, -26.92)
H (9.40, 10.67, -27.16)
H (9.55, 12.49, -28.52)
H (10.52, 13.28, -27.27)
H (8.55, 14.17, -26.53)
H (8.68, 12.71, -25.53)
H (5.24, 12.95, -26.84)
H (6.26, 13.97, -25.74)
H (6.14, 12.25, -25.45)
C (14.82, 19.09, -21.00)
O (14.93, 17.71, -20.68)
C (14.02, 16.97, -21.51)
C (14.43, 15.46, -21.51)
N (15.74, 15.31, -22.12)
C (16.27, 13.92, -22.13)
C (16.57, 13.50, -20.64)
O (15.46, 13.10, -19.75)
C (14.43, 12.29, -20.36)
H (14.95, 19.16, -22.08)
H (15.56, 19.68, -20.47)
H (13.87, 19.57, -20.79)
H (13.99, 17.19, -22.58)
H (13.02, 17.13, -21.10)
H (13.71, 14.86, -22.06)
H (14.44, 15.02, -20.51)
H (16.29, 15.93, -21.55)
H (17.26, 13.90, -22.58)
H (15.57, 13.25, -22.63)
H (17.05, 14.25, -20.02)
H (17.35, 12.75, -20.75)
H (13.72, 12.09, -19.56)
H (14.97, 11.36, -20.56)
H (13.85, 12.67, -21.21)
C (17.42, 12.37, -28.15)
O (16.78, 13.32, -27.29)
C (17.74, 14.18, -26.60)
C (17.22, 14.62, -25.20)
N (15.94, 15.33, -25.47)
C (16.37, 16.72, -25.84)
C (15.24, 17.45, -26.69)
O (14.66, 16.52, -27.71)
C (13.81, 17.25, -28.56)
H (16.78, 11.57, -28.52)
H (18.20, 11.81, -27.62)
H (17.79, 12.87, -29.04)
H (17.99, 15.03, -27.23)
H (18.62, 13.59, -26.34)
H (17.91, 15.20, -24.59)
H (17.00, 13.67, -24.71)
H (15.72, 15.43, -24.49)
H (17.31, 16.71, -26.39)
H (16.56, 17.30, -24.94)
H (15.68, 18.31, -27.20)
H (14.45, 17.84, -26.05)
H (13.54, 16.58, -29.37)
H (14.21, 18.08, -29.14)
H (12.85, 17.40, -28.06)
C (11.61, 10.17, -18.88)
O (10.96, 11.29, -19.55)
C (10.69, 12.39, -18.68)
C (10.37, 13.64, -19.53)
N (9.20, 13.31, -20.32)
C (8.04, 13.12, -19.54)
C (6.89, 12.72, -20.46)
O (7.39, 11.77, -21.35)
C (6.52, 11.67, -22.51)
H (10.87, 9.51, -18.43)
H (12.45, 10.40, -18.22)
H (12.04, 9.53, -19.65)
H (11.59, 12.70, -18.15)
H (9.92, 12.22, -17.92)
H (11.14, 13.76, -20.29)
H (10.40, 14.53, -18.91)
H (8.89, 14.08, -20.90)
H (7.85, 13.99, -18.93)
H (8.05, 12.26, -18.87)
H (6.61, 13.68, -20.90)
H (6.08, 12.37, -19.83)
H (7.01, 11.09, -23.29)
H (6.40, 12.62, -23.02)
H (5.51, 11.35, -22.25)
C (15.18, 2.36, -30.34)
O (14.71, 3.14, -29.28)
C (15.24, 4.42, -29.16)
C (14.48, 5.31, -28.24)
N (14.70, 4.78, -26.86)
C (13.90, 5.59, -25.99)
C (14.24, 7.09, -26.01)
O (13.69, 7.82, -27.11)
C (14.28, 9.09, -27.24)
H (14.59, 2.71, -31.19)
H (15.10, 1.28, -30.20)
H (16.22, 2.53, -30.62)
H (15.02, 4.90, -30.12)
H (16.31, 4.48, -28.97)
H (13.43, 5.42, -28.51)
H (14.82, 6.35, -28.21)
H (14.39, 3.86, -27.15)
H (14.02, 5.20, -24.98)
H (12.83, 5.50, -26.15)
H (15.31, 7.25, -25.93)
H (13.85, 7.46, -25.06)
H (15.36, 9.05, -27.30)
H (13.95, 9.85, -26.53)
H (13.91, 9.48, -28.20)
C (8.19, 9.63, -18.76)
O (8.82, 9.76, -20.07)
C (9.07, 8.49, -20.58)
C (9.87, 8.54, -21.87)
N (9.23, 9.58, -22.77)
C (9.63, 9.54, -24.18)
C (8.50, 8.81, -25.03)
O (7.16, 9.27, -24.70)
C (6.15, 9.11, -25.72)
H (7.18, 10.02, -18.85)
H (8.62, 10.23, -17.96)
H (8.07, 8.59, -18.46)
H (8.12, 7.96, -20.63)
H (9.66, 7.91, -19.88)
H (9.74, 7.53, -22.27)
H (10.91, 8.70, -21.58)
H (8.23, 9.46, -22.81)
H (10.58, 9.01, -24.19)
H (9.73, 10.54, -24.60)
H (8.47, 7.76, -24.74)
H (8.73, 9.00, -26.08)
H (5.17, 9.35, -25.30)
H (6.00, 8.05, -25.95)
H (6.32, 9.69, -26.62)